(1)
This record from the OMol25 dataset describes the molecule C2H6N2OS. The level of theory is the ωB97M-V functional and the def2-TZVPD basis.

HOMO level: -8.59 eV
Gap between HOMO and LUMO: 9.2 eV

CARTESIAN COORDINATES (ANGSTROEM)
C -1.902 0.142 -0.060
N -0.603 -0.544 -0.073
C 0.529 0.145 0.009
S 0.560 1.813 0.015
N 1.642 -0.541 0.081
O 2.882 0.022 -0.116
H -1.852 1.058 -0.662
H -2.107 0.536 0.942
H -2.720 -0.528 -0.376
H -0.642 -1.522 0.143
H 1.572 -1.544 0.210
H 2.640 0.963 -0.113



(2)
This record from the OMol25 dataset describes a structure of composition C2H6N2OS. The level of theory is the ωB97M-V functional and the def2-TZVPD basis.

HOMO level: -9.23 eV
Gap between HOMO and LUMO: 9.6 eV

CARTESIAN COORDINATES (ANGSTROEM)
C -0.589 -0.180 1.621
C -0.371 0.667 -0.667
H -1.169 -1.298 1.804
H 0.636 -0.148 2.332
H -1.275 0.906 1.657
H 2.286 -0.828 0.679
H -2.545 1.066 -0.184
H -1.641 2.070 -0.992
N -0.018 -0.173 0.346
N -1.435 1.691 -0.154
O 0.198 0.710 -1.670
S 1.129 -1.313 0.062



(3)
This record from the OMol25 dataset describes a cluster of 2 separate species, C2H6N2P in total. The level of theory is the ωB97M-V functional and the def2-TZVPD basis.

HOMO level: -14.87 eV
Charge: +1
Gap between HOMO and LUMO: 9.2 eV

CARTESIAN COORDINATES (ANGSTROEM)
C -0.965 -1.028 -2.226
C -1.140 -0.606 -1.098
N -1.432 -1.189 1.345
N 0.730 1.383 0.346
P -1.633 0.094 0.430
H -0.660 -1.720 -2.932
H 0.867 2.080 -0.337
H -1.052 -2.155 1.242
H -1.675 -0.933 2.330
H 0.364 1.799 1.166
H 1.631 1.024 0.507



(4)
This record from the OMol25 dataset describes the ion C2H6N2P with charge +1. The level of theory is the ωB97M-V functional and the def2-TZVPD basis.

HOMO level (alpha / beta): -14.18 / -14.19 eV
Charge: +1
Gap between HOMO and LUMO (alpha / beta): 6.4 / 6.4 eV

CARTESIAN COORDINATES (ANGSTROEM)
C 1.147 -0.267 -0.118
C -1.353 0.128 0.310
N 1.528 0.777 -0.749
N -0.168 -0.598 0.269
P -1.447 1.973 0.229
H 1.680 -1.131 0.123
H -1.801 0.033 -0.741
H -2.039 -0.643 0.865
H 2.439 1.078 -1.046
H -0.242 -1.458 0.819
H -0.331 2.053 -0.620



(5)
This record from the OMol25 dataset describes the molecule C2H6N2S. The level of theory is the ωB97M-V functional and the def2-TZVPD basis.

HOMO level: -8.24 eV
Gap between HOMO and LUMO: 8.9 eV

CARTESIAN COORDINATES (ANGSTROEM)
C 1.291 0.640 0.170
N 0.685 -0.839 0.035
N -0.597 -0.390 -0.440
C -1.628 -0.640 0.288
S -3.022 0.155 -0.022
H 0.898 1.090 1.248
H 2.504 0.427 0.206
H 0.840 1.448 -0.709
H 1.126 -1.124 -0.858
H -0.566 0.396 -1.109
H -1.532 -1.163 1.190



(6)
This record from the OMol25 dataset describes the molecule C2H6N2S. The level of theory is the ωB97M-V functional and the def2-TZVPD basis.

HOMO level: -8.82 eV
Gap between HOMO and LUMO: 9.7 eV

CARTESIAN COORDINATES (ANGSTROEM)
H 2.098 -1.754 0.737
N 1.402 -1.254 0.223
C 1.611 -0.002 0.204
N 0.775 0.878 -0.489
S -0.655 0.330 -1.296
C -1.907 -0.050 -0.099
H 2.362 0.559 0.794
H 0.833 1.861 -0.303
H -2.433 0.796 0.356
H -1.553 -0.826 0.610
H -2.534 -0.538 -0.738



(7)
This record from the OMol25 dataset describes the molecule C2H6N2S. The level of theory is the ωB97M-V functional and the def2-TZVPD basis.

HOMO level: -9.30 eV
Gap between HOMO and LUMO: 10.2 eV

CARTESIAN COORDINATES (ANGSTROEM)
H -2.509 1.060 -1.479
N -2.189 0.810 -0.575
C -0.911 0.946 -0.580
N -0.147 0.651 0.486
S 1.295 -0.121 0.305
C 0.567 -1.785 0.090
H -0.363 1.304 -1.456
H -0.582 0.688 1.387
H -0.085 -1.990 0.948
H -0.145 -1.764 -0.785
H 1.386 -2.560 0.078



(8)
This record from the OMol25 dataset describes the molecule C2H6N2S2. The level of theory is the ωB97M-V functional and the def2-TZVPD basis.

HOMO level: -7.97 eV
Gap between HOMO and LUMO: 8.4 eV

CARTESIAN COORDINATES (ANGSTROEM)
C -1.445 2.163 0.547
S -0.011 1.144 0.968
N -0.087 0.219 -0.610
C 0.443 -0.902 -1.040
N 0.932 -2.011 -0.401
S 2.132 -1.603 0.772
H -2.249 1.507 0.147
H -1.154 2.657 -0.432
H -1.527 2.958 1.306
H 0.070 -1.052 -2.020
H 1.289 -2.621 -1.101
H 1.606 -2.458 1.864



(9)
This record from the OMol25 dataset describes a cluster of 2 separate species, C2H6N2Si in total. The level of theory is the ωB97M-V functional and the def2-TZVPD basis.

HOMO level: -8.42 eV
Gap between HOMO and LUMO: 9.4 eV

CARTESIAN COORDINATES (ANGSTROEM)
C 2.652 -0.917 -0.610
C 2.439 0.185 -0.206
N -1.176 -1.114 -0.655
N -1.093 1.163 0.401
Si -1.104 0.519 -1.185
H 2.849 -1.907 -0.698
H 2.198 1.075 0.130
H -1.729 -1.406 0.069
H -0.580 -1.837 -1.002
H -1.363 2.050 0.721
H -1.280 0.583 1.150



(10)
This record from the OMol25 dataset describes the ion C2H6N3 with charge +1. The level of theory is the ωB97M-V functional and the def2-TZVPD basis.

HOMO level: -15.18 eV
Charge: +1
Gap between HOMO and LUMO: 10.8 eV

CARTESIAN COORDINATES (ANGSTROEM)
C 1.650 -0.285 0.011
N 0.376 0.212 -0.555
N -0.335 1.303 0.151
C -0.882 0.164 -0.189
N -1.967 -0.609 -0.084
H 1.848 -1.368 -0.374
H 2.522 0.502 -0.182
H 1.418 -0.291 1.053
H -0.223 2.217 -0.332
H -2.666 -0.230 0.466
H -1.741 -1.615 0.036



(11)
This record from the OMol25 dataset describes a cluster of 2 separate species, C2H6N3 in total. The level of theory is the ωB97M-V functional and the def2-TZVPD basis.

HOMO level: -13.08 eV
Charge: +1
Gap between HOMO and LUMO: 7.6 eV

CARTESIAN COORDINATES (ANGSTROEM)
C 2.034 0.246 -0.704
C 0.920 -0.273 0.137
N 1.974 0.118 0.766
N -2.829 0.618 -0.360
N -2.302 -0.283 0.318
H 2.693 -0.413 -1.295
H 1.905 1.112 -1.180
H 2.479 0.066 1.705
H -3.880 0.609 -0.492
H 0.022 -0.768 0.238
H -3.016 -1.032 0.867



(12)
This record from the OMol25 dataset describes the ion C2H6N3 with charge +1. The level of theory is the ωB97M-V functional and the def2-TZVPD basis.

HOMO level: -15.18 eV
Charge: +1
Gap between HOMO and LUMO: 11.5 eV

CARTESIAN COORDINATES (ANGSTROEM)
C -2.063 0.094 -0.080
N -0.995 -0.009 0.600
C 0.452 -0.097 0.160
N 1.157 -1.199 0.150
N 1.120 1.114 0.053
H -3.015 0.237 0.598
H -2.039 0.025 -1.193
H 0.529 -2.094 0.130
H 2.115 -1.195 -0.306
H 0.582 1.901 0.013
H 2.156 1.224 -0.125



| no. | E (eV) | molecular weight (g/mol) |
| --- | --- | --- |
| 1 | -18032.5816 | 106.2 |
| 2 | -18030.2323 | 106.2 |
| 3 | -14431.2630 | 89.1 |
| 4 | -14429.2455 | 89.1 |
| 5 | -15983.5472 | 90.2 |
| 6 | -15985.8687 | 90.2 |
| 7 | -15985.8534 | 90.2 |
| 8 | -26819.5103 | 122.2 |
| 9 | -13027.0272 | 86.2 |
| 10 | -6631.2498 | 72.1 |
| 11 | -6629.3615 | 72.1 |
| 12 | -6633.8022 | 72.1 |